Formula: C4H9NO2
Source: the Open Molecules 2025 dataset
Level of theory: ωB97M-V/def2-TZVPD

Structure (XYZ):
```
16
Properties=species:S:1:pos:R:3:lowdin_charge:R:1
C 1.66351 -0.37295 -2.06515 -0.111
C 1.08063 -0.69373 -0.69291 -0.237
C 0.13786 0.40009 -0.23547 -0.188
O -0.31374 0.05950 1.08168 0.009
C -1.53493 0.46703 1.42144 -0.590
O -2.30022 1.03846 0.67940 0.095
N -1.77744 0.16137 2.79296 0.124
H 2.24788 0.55417 -2.03786 0.075
H 2.31709 -1.17580 -2.41915 0.072
H 0.86403 -0.24015 -2.80280 0.076
H 0.52278 -1.63724 -0.72118 0.116
H 1.87532 -0.81802 0.05187 0.115
H 0.64621 1.37093 -0.17095 0.138
H -0.72007 0.51200 -0.90437 0.125
H -2.25351 0.96698 3.17897 0.088
H -2.45542 -0.59262 2.84352 0.092
```

Output
HOMO: -0.3698 hartree
LUMO level: 0.92 eV
SMILES: CCCOC(N)=O
Energy above the lowest of the compared OMol25 structures with the same formula, charge and spin: 17.0 kcal/mol
Charge: 0
Largest force on an atom: 0.51 eV/A

---

Formula: C19H49NO11
Source: the Open Molecules 2025 dataset
Level of theory: ωB97M-V/def2-TZVPD

Structure (XYZ):
```
80
Properties=species:S:1:pos:R:3:lowdin_charge:R:1
C 19.02496 35.17629 -0.63183 -0.180
C 17.76197 34.53709 -1.19112 -0.256
O 16.84658 34.06568 -0.21395 -0.071
O 18.49515 36.33686 0.11768 -0.110
H 19.84824 35.51989 -1.25812 0.112
H 19.50705 34.57521 0.13913 0.116
H 18.03084 33.55935 -1.59092 0.117
H 17.23226 35.14881 -1.92139 0.118
H 16.47352 34.74532 0.35221 0.079
H 18.11511 36.98179 -0.48334 0.073
C 9.41830 36.01461 -1.32263 -0.248
C 7.95463 35.57290 -1.28737 -0.291
O 7.09225 36.62714 -1.26206 -0.041
O 9.76065 36.60718 -0.10630 -0.079
H 9.65449 36.68731 -2.14712 0.123
H 10.18360 35.23860 -1.33756 0.116
H 7.72150 34.94331 -0.42867 0.116
H 7.77142 34.94026 -2.15587 0.119
H 7.34682 37.30043 -0.62687 0.093
H 9.89650 35.96555 0.59473 0.092
C 23.66537 26.98763 2.59746 -0.271
C 22.43556 27.62015 3.18497 -0.245
O 21.33162 26.73690 3.39440 -0.068
O 24.41147 26.28870 3.54618 -0.057
H 24.41512 27.64261 2.15364 0.123
H 23.50845 26.28698 1.77735 0.122
H 22.06639 28.52562 2.70336 0.112
H 22.66296 28.08499 4.14429 0.116
H 20.67140 27.19876 3.91633 0.082
H 23.83802 25.52396 3.63536 0.084
C 15.61027 40.80520 -4.70044 -0.214
C 14.58793 40.65759 -5.88168 -0.222
O 13.33972 41.23872 -5.43943 -0.071
O 15.14902 39.97886 -3.59459 -0.084
H 15.61546 41.85072 -4.39230 0.109
H 16.63020 40.60207 -5.02691 0.113
H 14.55839 39.60669 -6.16951 0.116
H 15.12971 41.24409 -6.62370 0.105
H 12.57028 41.12160 -6.00143 0.086
H 14.19412 40.05600 -3.65641 0.062
C 14.71873 36.35101 5.22868 -0.146
C 13.37539 35.40774 5.64976 -0.221
O 13.04305 34.71947 4.51047 -0.075
O 16.00923 35.65686 5.45025 -0.116
H 14.80026 37.29349 5.77015 0.090
H 14.67595 36.61029 4.17083 0.098
H 12.58695 36.04963 6.04276 0.103
H 13.54544 34.71130 6.47083 0.107
H 13.51113 33.88544 4.42752 0.096
H 16.60406 35.84465 4.72051 0.064
C 25.88511 43.44858 1.61500 -0.025
C 25.81979 42.04913 0.96531 -0.419
C 25.47918 42.31857 -0.52073 -0.187
C 25.60185 41.16447 -1.45666 -0.199
C 26.96121 40.43572 -1.33369 -0.098
C 27.45893 40.11284 0.15288 -0.498
N 27.13355 41.31858 0.97190 -0.128
O 27.68848 41.22918 2.18772 -0.016
C 26.80057 38.82167 0.69360 -0.028
C 28.89765 39.85411 0.08984 -0.063
C 24.55851 41.17994 1.50440 -0.026
H 26.25437 44.17781 0.89391 0.079
H 26.50038 43.43334 2.51462 0.076
H 24.92510 43.84722 1.94295 0.081
H 24.43187 42.62035 -0.53392 0.117
H 25.99588 43.10925 -1.06475 0.118
H 25.38412 41.58070 -2.44026 0.110
H 24.79011 40.44301 -1.36352 0.102
H 27.68990 41.13254 -1.74789 0.102
H 27.14333 39.56370 -1.96179 0.114
H 26.72369 38.01513 -0.03556 0.089
H 27.28001 38.48230 1.61178 0.078
H 25.80389 39.03072 1.08222 0.051
H 29.38504 39.98535 1.05592 0.089
H 29.30234 38.96531 -0.39426 0.098
H 29.25686 40.66195 -0.54770 0.083
H 24.81664 41.06587 2.55723 0.074
H 24.20330 40.25358 1.05299 0.062
H 23.66674 41.80251 1.43184 0.070
H 27.29600 40.49534 2.66630 0.095
```

Output
HOMO: -0.3016 hartree
LUMO level: 0.30 eV
SMILES: CC1(C)CCCC(C)(C)N1O.OCCO.OCCO.OCCO.OCCO.OCCO
Energy above the lowest of the compared OMol25 structures with the same formula, charge and spin: 90.3 kcal/mol
Charge: 0
Largest force on an atom: 3.68 eV/A

---

Formula: C2H6OS2
Source: the Open Molecules 2025 dataset
Level of theory: ωB97M-V/def2-TZVPD

Structure (XYZ):
```
11
Properties=species:S:1:pos:R:3:lowdin_charge:R:1
S -1.38856 -2.18870 -1.36665 0.237
S -1.58252 -3.59312 0.18901 0.227
H -1.93810 -2.99164 -2.25044 -0.242
H -0.28588 -3.81037 0.35351 -0.230
C 0.22975 1.29306 1.18181 0.011
C 1.13243 1.69400 0.29593 -0.274
O 0.72073 2.15285 -0.95003 -0.043
H 0.59803 1.04876 2.16602 0.052
H -0.80768 1.44778 0.93333 0.065
H 2.15829 1.94850 0.54505 0.105
H 1.16351 2.99888 -1.09753 0.092
```

Output
HOMO: -0.3372 hartree
LUMO level: 0.37 eV
SMILES: C=CO.SS
Energy above the lowest of the compared OMol25 structures with the same formula, charge and spin: 19.5 kcal/mol
Charge: 0
Largest force on an atom: 1.51 eV/A

---

Question: Which of these has the lowest energy above the lowest of the compared OMol25 structures with the same formula, charge and spin?
Answer: C4H9NO2